A cluster of 10 separate species, C53H122N14O10 in total, computed with ωB97M-V/def2-TZVPD.

Last column: Löwdin charge in e.
Element x y z (Å)
C -5.610 4.055 5.263  -0.05
C -4.583 3.824 4.184  -0.52
C -5.270 3.433 2.795  -0.02
C -3.755 5.124 4.039  -0.12
C -2.375 4.867 3.274  -0.12
C -1.571 3.685 4.039  -0.09
C -2.406 2.364 4.007  -0.49
C -2.618 1.849 2.602  -0.03
C -1.770 1.365 4.967  -0.02
N -3.749 2.679 4.639  -0.09
O -4.586 1.543 4.487  -0.07
H -6.248 3.185 5.356  0.07
H -4.972 4.126 6.187  0.10
H -6.146 4.989 5.050  0.09
H -6.169 4.009 2.543  0.08
H -4.547 3.470 1.933  0.05
H -5.629 2.378 2.879  0.09
H -4.307 5.887 3.448  0.13
H -3.535 5.445 5.082  0.12
H -2.585 4.651 2.226  0.08
H -1.775 5.771 3.369  0.09
H -1.344 3.986 5.076  0.12
H -0.532 3.493 3.661  0.07
H -2.907 2.672 1.963  0.04
H -3.248 0.979 2.523  0.09
H -1.593 1.631 2.265  0.08
H -0.883 0.933 4.507  0.07
H -2.463 0.570 5.180  0.07
H -1.595 1.855 5.933  0.10
H -4.757 1.320 5.407  0.11
C 1.452 2.345 -2.227  -0.03
C 1.044 3.655 -1.575  -0.54
C -0.192 3.366 -0.707  -0.03
C 2.149 4.180 -0.692  -0.15
C 3.374 4.733 -1.423  -0.16
C 2.931 5.703 -2.532  -0.15
C 1.730 5.334 -3.373  -0.51
C 1.063 6.632 -3.949  -0.02
C 2.178 4.429 -4.554  -0.02
N 0.700 4.655 -2.546  -0.08
O -0.465 4.307 -3.338  -0.03
H 2.453 2.344 -2.677  0.07
H 1.453 1.635 -1.410  0.07
H 0.634 2.109 -2.949  0.09
H 0.048 2.842 0.239  0.07
H -0.838 4.231 -0.450  0.10
H -0.877 2.704 -1.242  0.05
H 1.722 4.951 -0.025  0.12
H 2.428 3.399 0.025  0.10
H 4.141 5.244 -0.839  0.10
H 4.057 3.853 -1.843  0.13
H 3.710 6.004 -3.223  0.11
H 2.622 6.698 -2.012  0.14
H 0.082 6.465 -4.350  0.06
H 1.812 7.054 -4.619  0.08
H 0.779 7.288 -3.083  0.09
H 2.910 5.010 -5.132  0.09
H 1.271 4.106 -5.107  0.09
H 2.746 3.544 -4.241  0.07
H -0.165 3.554 -3.896  0.08
C -2.617 0.658 -2.667  -0.02
C -3.863 0.841 -1.708  -0.44
C -4.027 -0.512 -0.964  -0.04
C -3.639 1.929 -0.604  -0.12
C -4.009 3.357 -1.134  -0.16
C -5.417 3.365 -1.839  -0.10
C -5.447 2.330 -3.034  -0.51
C -6.827 2.244 -3.627  -0.06
C -4.523 2.802 -4.214  -0.03
N -5.138 1.006 -2.479  -0.09
O -5.225 0.045 -3.542  -0.03
H -2.543 1.508 -3.328  0.05
H -1.718 0.564 -2.033  0.07
H -2.630 -0.233 -3.272  0.07
H -3.267 -0.598 -0.210  0.06
H -4.969 -0.559 -0.432  0.08
H -3.972 -1.323 -1.664  0.07
H -4.269 1.645 0.261  0.11
H -2.568 1.978 -0.386  0.08
H -3.992 4.116 -0.339  0.09
H -3.275 3.730 -1.881  0.10
H -5.633 4.406 -2.168  0.12
H -6.194 3.117 -1.104  0.11
H -7.459 1.769 -2.886  0.08
H -6.762 1.562 -4.513  0.09
H -7.286 3.112 -4.084  0.08
H -4.942 3.715 -4.633  0.08
H -4.309 2.077 -5.015  0.09
H -3.477 3.003 -3.914  0.05
H -6.085 -0.355 -3.357  0.11
C 1.859 -1.647 -5.402  -0.01
C 0.716 -2.057 -4.391  -0.47
C 0.336 -0.800 -3.644  -0.06
C -0.477 -2.774 -5.065  -0.14
C -0.172 -4.120 -5.633  -0.20
C 0.305 -5.026 -4.522  -0.16
C 1.496 -4.406 -3.821  -0.51
C 1.754 -5.308 -2.542  -0.03
C 2.800 -4.598 -4.643  -0.03
N 1.146 -3.068 -3.345  -0.08
O 2.279 -2.595 -2.664  -0.06
H 1.866 -2.259 -6.348  0.09
H 1.605 -0.633 -5.635  0.06
H 2.837 -1.670 -4.957  0.07
H -0.281 -0.179 -4.319  0.09
H -0.269 -1.119 -2.772  0.08
H 1.193 -0.194 -3.280  0.07
H -1.302 -2.835 -4.336  0.13
H -0.810 -2.092 -5.861  0.13
H -0.959 -4.504 -6.309  0.12
H 0.715 -4.065 -6.287  0.09
H 0.578 -6.056 -4.820  0.13
H -0.533 -5.143 -3.787  0.13
H 1.035 -5.008 -1.813  0.06
H 2.755 -5.090 -2.210  0.06
H 1.755 -6.389 -2.717  0.09
H 2.691 -4.246 -5.680  0.06
H 3.104 -5.657 -4.643  0.09
H 3.624 -4.035 -4.162  0.08
H 2.100 -2.589 -1.706  0.06
C -1.679 -4.834 0.420  -0.02
C -1.020 -5.711 1.519  -0.50
C -1.615 -5.315 2.876  -0.03
C -1.223 -7.210 1.203  -0.13
C -0.413 -8.206 2.087  -0.15
C 1.074 -7.824 1.793  -0.14
C 1.395 -6.369 2.158  -0.48
C 1.252 -6.182 3.750  0.01
C 2.795 -6.047 1.647  -0.03
N 0.451 -5.519 1.414  -0.06
O 0.795 -4.148 1.791  -0.09
H -1.790 -3.809 0.763  0.07
H -1.015 -4.717 -0.444  0.08
H -2.672 -5.199 0.199  0.08
H -2.661 -5.144 2.663  0.08
H -1.490 -6.066 3.679  0.08
H -1.193 -4.389 3.291  0.08
H -2.319 -7.304 1.375  0.12
H -0.997 -7.510 0.147  0.13
H -0.615 -8.188 3.127  0.08
H -0.614 -9.222 1.726  0.11
H 1.199 -8.024 0.687  0.13
H 1.819 -8.509 2.155  0.11
H 0.324 -6.685 4.077  0.06
H 1.224 -5.162 4.018  0.04
H 2.104 -6.732 4.128  0.08
H 3.267 -5.221 2.170  0.06
H 2.654 -5.701 0.626  0.08
H 3.492 -6.839 1.557  0.07
H 1.136 -3.677 1.016  0.05
C 1.493 4.024 2.770  -0.12
O 1.389 2.620 2.853  -0.23
C 1.808 2.122 4.060  -0.26
C 3.279 2.372 4.334  -0.40
C 4.043 1.688 3.220  -0.06
N 3.679 1.948 5.720  0.06
H 2.450 4.309 2.323  0.09
H 1.342 4.565 3.714  0.11
H 0.685 4.305 2.086  0.08
H 1.260 2.594 4.917  0.14
H 1.678 1.041 3.996  0.10
H 3.515 3.443 4.313  0.13
H 3.741 0.653 3.134  0.06
H 5.112 1.729 3.432  0.09
H 3.899 2.262 2.303  0.06
H 4.690 2.078 5.808  0.07
H 3.629 0.963 5.836  0.02
N 0.934 -2.344 4.185  0.18
C 2.188 -1.806 4.424  -0.68
N 3.156 -2.460 3.722  0.16
O 2.507 -0.870 5.105  0.04
H 0.174 -1.764 4.542  0.11
H 0.836 -2.911 3.379  0.03
H 3.013 -3.391 3.401  0.06
H 4.054 -2.374 4.220  0.13
N 4.941 1.695 -0.623  0.19
C 4.767 1.046 -1.755  -0.70
N 3.816 0.052 -1.756  0.18
O 5.426 1.193 -2.801  -0.01
H 5.712 2.319 -0.623  0.11
H 4.359 1.634 0.189  0.08
H 3.386 -0.232 -0.874  0.07
H 3.978 -0.549 -2.526  0.08
N 4.561 -3.388 0.056  0.16
C 5.417 -2.416 0.518  -0.69
N 6.619 -2.454 -0.127  0.16
O 5.143 -1.627 1.395  0.03
H 5.083 -4.238 -0.179  0.11
H 3.812 -3.512 0.735  0.06
H 6.682 -2.865 -1.045  0.10
H 7.015 -1.556 -0.039  0.09
N 2.240 -0.129 1.293  0.19
C 1.369 -1.049 0.738  -0.58
N 0.133 -0.495 0.543  0.20
O 1.730 -2.128 0.240  -0.02
H 3.213 -0.397 1.411  0.06
H 1.989 0.689 1.805  0.05
H -0.085 0.444 0.858  0.08
H -0.618 -1.015 0.102  0.10

E_HOMO = -8.3126 eV
Total charge = 0
Frontier orbital gap = 8.77 eV
Relative energy (zero: lowest compared OMol25 entry of this formula, charge and spin) = 0.065 eV
SMILES string = CC1(C)CCCC(C)(C)N1O.CC1(C)CCCC(C)(C)N1O.CC1(C)CCCC(C)(C)N1O.CC1(C)CCCC(C)(C)N1O.CC1(C)CCCC(C)(C)N1O.COC[C@H](C)N.NC(N)=O.NC(N)=O.NC(N)=O.NC(N)=O

---

A structure of composition C30H35Br2N5O3STc, computed with ωB97M-V/def2-TZVPD.

Last column: Löwdin charge in e.
Element x y z (Å)
Tc -0.866 0.613 -0.124  1.36
C -1.778 -3.513 3.778  -0.08
C -0.279 -3.471 3.481  -0.27
N -0.006 -3.586 2.065  -0.15
C 0.221 -4.895 1.483  -0.22
C -0.979 -5.446 0.713  -0.07
C -0.060 -2.521 1.238  -0.76
S -0.254 -0.955 1.899  0.64
N 0.205 -2.767 -0.040  0.08
C -0.202 -2.069 -1.074  -0.52
O -1.145 -1.191 -1.038  -0.26
C 0.423 -2.345 -2.369  -0.16
C 0.284 -1.390 -3.381  -0.06
C 0.819 -1.613 -4.631  -0.11
C 1.495 -2.795 -4.897  -0.13
C 1.670 -3.730 -3.887  -0.11
C 1.150 -3.508 -2.628  -0.04
H -1.954 -3.365 4.840  0.07
H -2.203 -4.468 3.479  0.06
H -2.275 -2.720 3.225  0.05
H 0.238 -4.286 3.997  0.11
H 0.133 -2.521 3.837  0.06
H 0.494 -5.583 2.287  0.11
H 1.064 -4.806 0.790  0.11
H -1.839 -5.584 1.362  0.06
H -0.716 -6.406 0.276  0.07
H -1.249 -4.769 -0.092  0.06
H -0.240 -0.475 -3.150  0.07
H 0.709 -0.867 -5.406  0.09
H 1.886 -2.978 -5.886  0.09
H 2.207 -4.644 -4.094  0.09
H 1.287 -4.230 -1.840  0.10
Br 0.064 5.067 2.058  0.77
C -1.561 4.097 2.049  -0.60
C -2.701 4.606 2.644  -0.17
C -3.871 3.869 2.623  -0.61
Br -5.415 4.626 3.448  0.76
C -3.957 2.602 2.008  -0.19
C -5.094 1.777 1.949  -0.01
C -4.989 0.556 1.290  -0.03
C -3.806 0.176 0.692  -0.09
N -2.705 0.946 0.707  -0.06
C -2.784 2.130 1.380  -0.14
C -1.570 2.859 1.399  -0.39
O -0.541 2.329 0.807  -0.26
H -2.675 5.577 3.114  0.10
H -6.018 2.086 2.407  0.08
H -5.839 -0.106 1.238  0.11
H -3.714 -0.763 0.163  0.12
C -0.959 3.356 -3.343  -0.05
O -0.683 2.583 -2.183  -0.11
C -1.391 1.512 -1.862  -0.31
C -2.525 1.087 -2.737  -0.06
H -1.967 3.778 -3.302  0.10
H -0.850 2.757 -4.254  0.10
H -0.221 4.156 -3.348  0.10
H -2.296 1.170 -3.801  0.08
H -3.401 1.709 -2.535  0.10
H -2.781 0.056 -2.511  0.07
N 1.084 0.627 -0.585  0.09
C 2.152 0.982 -0.303  -0.16
N 3.294 1.426 0.100  -0.09
C 4.549 1.070 -0.522  -0.13
C 5.404 2.331 -0.728  -0.16
C 4.958 3.447 0.221  -0.19
C 4.605 2.848 1.579  -0.17
C 3.334 2.015 1.434  -0.12
H 4.341 0.567 -1.468  0.13
H 5.072 0.357 0.127  0.13
H 5.338 2.675 -1.760  0.11
H 6.445 2.077 -0.531  0.11
H 4.081 3.955 -0.183  0.12
H 5.754 4.183 0.318  0.11
H 4.434 3.627 2.320  0.12
H 5.431 2.224 1.925  0.12
H 2.446 2.642 1.542  0.11
H 3.292 1.232 2.200  0.13

E_HOMO (alpha / beta) = -3.7198 / -7.2513 eV
Total charge = 0
Frontier orbital gap (alpha / beta) = 3.17 / 6.63 eV
Multiplicity = 4
Relative energy (zero: lowest compared OMol25 entry of this formula, charge and spin) = 1.462 eV

---

A structure of composition C29H45ClN4O3Pb, computed with ωB97M-V/def2-TZVPD.

Last column: Löwdin charge in e.
Element x y z (Å)
Pb 2.875 1.168 -0.902  0.69
Cl 1.691 1.922 1.222  -0.07
C -2.481 -1.846 0.385  -0.07
C -1.453 -0.029 -0.415  0.01
N -1.901 -0.625 0.699  -0.03
H -2.778 -2.773 -1.572  0.10
N -1.740 -0.861 -1.424  -0.04
H -2.924 -2.520 1.092  0.10
C -1.770 -0.083 2.078  -0.57
C -3.041 -0.454 2.818  -0.07
C -0.564 -0.686 2.791  -0.03
H -3.100 -1.537 2.978  0.07
H -3.051 0.030 3.802  0.08
H -3.913 -0.105 2.252  0.09
H -1.519 1.848 2.964  0.08
H -2.496 1.855 1.478  0.08
H 0.361 -0.583 2.208  0.06
C -1.619 1.417 1.961  -0.10
H -0.739 -1.746 3.009  0.07
H -0.429 -0.178 3.759  0.08
H -0.716 1.679 1.406  -0.03
C -2.408 -1.979 -0.951  -0.09
C -1.010 -1.777 -3.558  -0.04
H -1.696 -2.631 -3.604  0.07
H -0.781 -1.483 -4.590  0.08
C -1.627 -0.576 -2.864  -0.58
H -0.949 1.043 -4.063  0.07
C -3.052 -0.361 -3.352  -0.05
H -3.487 0.500 -2.833  0.09
H -0.080 -2.089 -3.068  0.07
H 0.289 0.408 -2.962  0.06
H -3.671 -1.240 -3.147  0.07
H -3.058 -0.168 -4.427  0.07
C -0.773 0.657 -3.053  -0.06
H -1.013 1.429 -2.320  0.06
C 6.048 4.224 -0.901  -0.09
N 5.213 3.273 -0.366  -0.05
H 6.213 4.921 -2.961  0.09
N 4.801 3.371 -2.463  -0.06
H 6.777 4.776 -0.335  0.09
C 5.085 3.130 1.113  -0.57
C 6.346 3.694 1.741  -0.10
C 3.935 4.007 1.588  -0.11
H 6.443 4.779 1.639  0.07
H 6.313 3.493 2.816  0.08
H 7.250 3.219 1.350  0.08
H 4.940 1.684 2.654  0.08
H 5.975 1.195 1.288  0.08
H 2.990 3.738 1.104  -0.04
C 5.025 1.673 1.557  -0.11
H 4.146 5.066 1.390  0.07
H 3.784 3.860 2.662  0.08
H 4.187 1.052 1.211  -0.05
C 5.773 4.302 -2.201  -0.10
C 3.074 4.417 -3.864  -0.08
H 3.521 5.418 -3.790  0.07
H 2.572 4.349 -4.839  0.07
C 4.171 3.349 -3.804  -0.57
H 3.130 2.075 -5.149  0.08
C 5.233 3.741 -4.833  -0.10
H 6.147 3.140 -4.739  0.09
H 2.320 4.288 -3.074  0.07
H 2.858 1.598 -3.480  -0.03
H 5.492 4.807 -4.771  0.06
H 4.814 3.578 -5.834  0.08
C 3.626 1.981 -4.169  -0.09
H 4.442 1.254 -4.279  0.09
C 4.389 2.752 -1.314  -0.39
O -0.318 -4.310 -1.096  0.03
C 0.091 -4.387 0.199  -0.27
C -0.495 -5.315 1.094  -0.05
C 0.003 -5.415 2.392  -0.14
C 1.050 -4.582 2.819  -0.12
C 1.559 -3.623 1.940  -0.04
C 1.080 -3.483 0.626  -0.06
C 1.575 -2.360 -0.279  -0.64
O 1.527 -2.489 -1.519  -0.05
O 1.949 -1.304 0.350  -0.22
H -0.985 -5.000 -1.255  0.10
H -1.343 -5.919 0.747  0.10
H -0.449 -6.127 3.082  0.08
H 1.464 -4.695 3.824  0.08
H 2.339 -2.947 2.281  0.11

E_HOMO (alpha / beta) = 2.1961 / 2.2062 eV
Total charge = -2
Frontier orbital gap (alpha / beta) = 2.31 / 2.30 eV

---

Asked for max |F| across the records above, the calculation gives 3.75, 3.29, 2.87 eV/A in order.